No. 1
Below is one molecule with the formula C5H7N, with properties calculated with wB97M-V/def2-TZVPD.

```
13
Properties=species:S:1:pos:R:3:forces:R:3
C -1.526 -1.369 -0.286 0.0 0.1 0.0
H -1.288 -1.831 0.667 -0.1 0.1 -0.1
C 0.422 0.301 1.226 -0.1 -0.2 0.2
C 0.972 1.030 -0.030 0.4 0.1 -0.4
H 0.489 0.885 2.142 0.1 -0.1 -0.2
C -1.134 -0.140 -0.598 -0.1 -0.2 -0.1
H 2.505 0.593 -1.333 0.1 0.0 0.2
N -0.473 0.773 0.261 -0.1 -0.1 0.1
H -1.348 0.303 -1.567 0.0 -0.1 0.1
H -2.073 -1.965 -1.007 0.0 0.1 0.1
H 1.252 2.071 0.141 -0.1 -0.2 -0.1
C 1.593 0.115 -0.931 -0.1 0.4 0.2
H 0.608 -0.766 1.317 0.0 0.1 -0.1
```
Forces are in eV/Å.

Calculated values
Energy above the lowest of the compared OMol25 structures with the same formula, charge and spin (kJ/mol): 538.1
Gap between HOMO and LUMO (eV): 8.16
Electronic energy (a.u.): -249.26828

***

No. 2
Below is C2H7O2P as an isolated structure in a non-equilibrium geometry, with properties calculated with wB97M-V/def2-TZVPD.

```
12
Properties=species:S:1:pos:R:3:forces:R:3
C -1.833 0.081 0.065 3.4 0.5 -1.3
H 2.401 0.088 -0.367 -0.3 0.2 0.6
H -2.654 -0.140 -0.622 0.2 -0.4 0.5
O 1.051 1.456 0.612 0.4 0.8 0.3
C 1.424 0.610 -0.436 -0.9 -2.0 0.8
H 1.510 1.182 -1.306 0.0 1.3 -1.3
O 0.631 -1.805 0.257 -1.7 -2.4 0.8
H -1.723 -0.378 1.062 -0.6 0.2 -0.6
H 0.623 1.044 1.368 0.2 -0.5 -0.3
H -1.595 1.179 0.029 -0.4 -1.1 0.4
H -0.059 -2.564 0.255 1.9 1.8 0.1
P 0.225 -0.754 -0.917 -2.3 1.6 0.2
```
Forces are in eV/Å.

Calculated values
Energy above the lowest of the compared OMol25 structures with the same formula, charge and spin (kJ/mol): 234.1
Gap between HOMO and LUMO (eV): 8.83
Electronic energy (a.u.): -572.16331

***

No. 3
Below is a 7-piece molecular cluster, C34H76Cl2N2O6Si overall in a non-equilibrium geometry, with properties calculated with wB97M-V/def2-TZVPD.

```
121
Properties=species:S:1:pos:R:3:forces:R:3
C -1.530 3.976 -2.924 0.0 -0.1 0.1
C -0.621 3.244 -5.039 0.1 0.1 0.0
H 2.562 -0.977 -1.106 0.8 1.4 0.2
H 1.893 8.461 4.155 0.0 0.0 0.1
H -8.072 -0.922 -1.137 0.0 -0.1 -0.1
C -0.842 -5.259 0.565 -0.1 -0.1 0.1
C -0.458 7.080 4.058 0.0 0.1 -0.1
N 5.752 0.192 -0.861 -6.3 -0.9 0.1
H 2.310 3.982 2.607 -0.6 -1.7 -0.3
C -4.533 -1.222 -5.993 0.1 0.0 -0.2
H -2.003 4.871 -3.341 -0.1 0.0 0.0
O -0.166 -4.447 1.516 -0.1 0.2 0.1
H -1.236 2.339 -5.084 -0.1 0.0 0.0
C -5.092 0.013 -0.070 -0.1 -0.3 0.0
H -0.136 9.030 4.956 -0.1 0.0 0.0
H -2.039 1.935 -2.418 0.0 0.1 0.1
C 0.227 -0.254 2.267 -0.8 -0.4 0.7
C 0.969 -0.095 0.860 -0.3 -1.1 -0.5
C 4.819 -4.928 3.308 0.1 -0.1 -0.2
H -4.091 -0.081 -0.501 0.0 0.1 0.0
H -0.575 -4.957 -0.453 0.1 -0.1 0.0
H -5.234 -2.599 -4.519 -0.1 -0.2 -0.2
H -0.641 5.278 -5.773 0.0 -0.1 0.0
H 4.057 -4.252 2.914 0.1 0.0 0.1
N 3.761 -1.776 2.333 -1.2 4.5 -4.8
H 0.774 -1.060 0.242 0.3 1.7 1.1
C -7.944 -0.921 -2.223 -0.1 0.0 0.3
H 1.733 2.465 3.472 -0.1 0.6 -1.6
H 9.193 -4.674 4.420 -0.1 0.0 0.0
H 2.457 0.841 -1.451 1.1 -1.0 1.0
Cl 0.070 1.230 -0.113 1.5 -1.1 -0.3
H 1.669 -4.794 -0.589 0.1 0.0 0.0
H -8.328 -1.870 -2.605 0.0 0.1 0.0
O 0.788 6.873 3.405 0.0 -0.1 -0.1
H -2.247 4.585 -5.561 0.0 0.0 -0.1
H 1.518 -3.114 -0.081 0.0 0.0 0.1
H 2.791 7.146 3.420 -0.2 0.0 -0.1
C -4.847 -2.637 -5.541 -0.1 0.1 0.0
H 2.979 -4.044 0.326 -0.1 0.0 0.0
C 2.182 6.724 5.424 -0.2 0.0 0.2
H -8.551 -0.105 -2.623 0.1 -0.1 -0.1
C 2.948 0.054 -0.789 1.0 -1.1 0.7
H 7.819 -6.448 5.370 -0.2 0.0 0.0
H -6.987 0.960 -0.539 0.0 -0.1 0.0
H 8.231 -3.985 5.748 0.0 -0.1 0.0
H 7.206 -6.102 3.763 0.0 0.1 -0.1
H 0.416 -7.028 0.560 -0.1 0.0 0.0
C -5.965 0.912 -0.929 0.1 0.0 0.0
H -0.826 -7.027 1.810 -0.1 0.1 -0.1
C 1.055 -0.248 3.617 0.0 -0.5 1.4
C -5.551 -3.456 -7.702 0.0 -0.1 0.0
O 6.043 -5.482 5.366 0.0 -0.1 0.1
H 0.498 0.369 4.428 0.9 -1.0 -1.6
H 4.436 -5.952 3.274 0.0 0.1 0.1
H 0.857 3.121 1.889 1.5 -0.5 1.2
Si 3.072 2.009 1.270 1.2 1.5 1.7
H -3.423 -3.878 -7.609 0.0 0.0 -0.1
H -3.867 -0.732 -5.279 -0.1 0.0 0.0
H 2.560 3.058 -1.015 1.3 0.2 0.9
H -5.448 -0.632 -6.088 0.0 0.0 0.1
H 1.098 -1.327 4.045 0.1 1.8 -0.9
C 8.180 -4.434 4.753 -0.1 0.2 -0.2
H 4.790 1.031 2.971 0.2 1.4 -1.1
C 5.191 -4.539 4.727 -0.1 -0.1 -0.1
H -1.218 6.616 3.423 0.2 -0.1 -0.1
H -6.393 -0.865 -3.690 0.1 0.2 0.1
H -4.452 -5.292 -7.386 -0.1 0.0 -0.1
H -3.012 2.607 -3.724 -0.1 0.0 0.1
H -1.908 -5.045 0.683 0.2 0.2 0.1
C 3.461 -0.933 1.507 -1.6 -2.4 4.1
H -5.567 1.930 -0.886 -0.1 -0.1 -0.2
C -0.618 -6.746 0.775 0.3 -0.1 0.0
H 5.558 1.747 1.388 -1.1 0.0 1.6
H 1.573 -5.546 1.801 0.0 0.0 -0.1
H -0.717 9.086 3.293 -0.1 -0.1 0.0
H -1.266 -7.327 0.113 0.0 0.1 0.0
H 5.028 2.909 2.738 -0.6 -1.7 -0.7
H -3.943 -3.254 -5.508 0.1 0.0 -0.1
H -4.038 -1.216 -6.968 0.0 0.0 0.1
H 3.353 4.246 0.156 0.0 -1.8 -0.5
C -4.350 -4.355 -7.939 0.2 0.1 0.1
C 1.941 7.370 4.071 0.0 -0.1 0.0
H -0.396 -1.234 2.235 1.1 1.8 -0.1
C -2.532 2.845 -2.772 -0.1 -0.1 -0.3
H -5.511 -0.994 0.007 0.0 0.1 0.1
O -0.386 3.617 -3.688 0.2 0.0 0.1
H -5.006 0.417 0.941 0.0 0.0 -0.1
H -5.859 -1.522 -2.154 0.0 0.0 0.1
H 2.161 5.634 5.342 0.1 0.1 -0.1
H 2.123 0.146 3.592 -1.5 -0.5 -0.3
Cl -1.078 1.082 2.442 0.4 -1.2 0.7
H 4.445 3.004 -0.697 -1.9 0.1 0.6
C -1.224 4.360 -5.875 -0.2 0.1 0.1
C 7.317 -5.684 4.769 0.0 0.1 0.1
C 1.858 2.924 2.432 -0.5 1.2 0.0
C -6.485 -0.746 -2.607 -0.1 0.1 -0.1
H -3.316 3.122 -2.063 0.1 0.0 0.0
H 5.635 -3.539 4.760 0.0 0.0 -0.1
C 2.531 0.200 0.803 1.3 -1.2 -1.6
H 1.598 -3.873 2.325 -0.2 0.0 0.0
H -1.161 4.253 -1.932 0.2 0.0 -0.2
C -0.806 8.547 4.240 0.2 0.1 0.1
H -0.482 6.545 5.014 0.0 0.1 0.0
O -5.851 -3.269 -6.325 -0.1 0.0 0.1
H -4.247 -4.581 -9.003 0.0 0.0 0.1
H -5.427 -2.489 -8.201 0.1 0.0 0.0
H 5.684 -4.880 2.641 -0.1 0.1 0.0
H 7.775 -3.679 4.074 0.1 0.0 0.0
H 4.278 -4.495 5.329 0.2 -0.1 0.1
C 1.893 -4.095 0.221 0.0 -0.3 -0.2
H 3.149 7.032 5.827 -0.1 0.0 0.0
O -5.973 0.544 -2.302 0.1 0.1 -0.1
C 4.552 0.046 -0.848 3.0 1.3 -0.4
C 4.767 1.903 2.224 0.6 0.1 -0.5
H 0.353 2.980 -5.459 0.0 0.0 0.2
C 3.392 3.151 -0.231 0.1 0.8 -0.7
H 1.413 7.012 6.145 0.1 0.0 0.0
H -6.433 -3.926 -8.147 0.0 0.1 0.2
H -1.827 8.653 4.614 0.1 0.0 0.0
H -1.255 4.073 -6.929 0.0 0.0 0.1
C 1.254 -4.536 1.526 0.0 0.2 0.0
```
Forces are in eV/Å.

Calculated values
Gap between HOMO and LUMO (eV): 9.51
Electronic energy (a.u.): -3111.67489
SMILES string: C[C@@H](Cl)[C@@H](Cl)[C@@](C#N)(CC#N)[Si](C)(C)C.CCOCC.CCOCC.CCOCC.CCOCC.CCOCC.CCOCC

***

No. 4
Below is C23H22Cl2O7PdSSi as an isolated structure in a non-equilibrium geometry, with properties calculated with wB97M-V/def2-TZVPD.

```
57
Properties=species:S:1:pos:R:3:forces:R:3
C 2.148 -3.020 1.086 -0.5 0.5 0.2
S -3.017 -1.940 0.027 -2.1 0.0 -0.7
C -4.610 2.315 0.755 -0.1 0.0 0.1
H 1.018 3.904 -0.676 0.0 0.0 -0.2
H 2.843 -6.383 1.106 -0.1 -0.2 0.0
H -0.235 1.987 2.905 -0.1 -0.1 0.1
C -2.775 2.353 -1.321 0.1 0.0 0.0
C -4.984 2.795 -0.489 0.0 0.0 0.0
H 0.440 3.600 3.110 0.1 0.1 0.0
H 1.580 2.000 -4.190 0.0 0.1 -0.1
O -2.867 -1.759 1.495 -0.2 0.0 0.5
H -4.361 3.164 -2.503 0.0 0.1 -0.1
O -2.108 -0.914 -0.589 0.8 1.0 -0.3
H -5.330 2.275 1.559 0.0 0.0 0.1
O -0.384 -4.265 1.692 0.9 -0.4 -0.4
H 0.129 -1.605 -1.143 0.3 0.5 -0.5
H 2.094 -0.355 -4.723 0.0 0.0 -0.1
Pd -0.818 -2.122 0.907 0.6 0.4 1.8
H 0.385 2.564 -2.141 0.0 0.1 0.0
Si -0.792 0.868 0.166 -1.0 -0.1 -1.5
Cl 3.767 -0.900 0.875 0.2 -0.1 -0.1
O -0.463 0.103 1.479 0.2 -0.7 0.2
C 1.278 1.213 -3.514 0.1 0.1 -0.1
H 2.279 1.993 0.183 0.1 -0.1 -0.2
Cl 5.638 -5.930 0.869 -0.1 0.0 0.0
C 0.487 -0.785 -1.782 -0.1 -0.4 0.3
C 0.600 -4.927 1.360 -1.5 -0.3 0.5
C 0.552 2.844 1.127 0.3 0.4 0.2
C 4.555 -3.469 0.881 -0.2 0.1 -0.1
C 3.505 -2.590 0.939 0.4 0.4 0.3
C 1.560 -0.105 -3.820 0.0 -0.1 0.1
H 0.767 4.915 0.734 0.1 0.1 0.1
C -0.145 2.963 2.438 -0.2 -0.2 0.0
C -3.326 1.841 0.957 0.1 0.0 0.0
C 1.888 2.189 1.177 0.0 -0.3 -0.1
O -2.286 -3.211 -0.273 0.1 -0.9 -0.2
H -3.048 1.419 1.911 0.0 -0.1 0.2
C -2.397 1.847 -0.081 0.8 -0.2 0.2
H 1.347 -2.141 -3.185 0.0 -0.1 -0.1
C 1.151 -1.105 -2.952 0.1 0.0 0.0
C 0.209 0.541 -1.443 -0.4 0.2 0.6
H -2.077 2.352 -2.147 0.0 0.0 -0.1
O 1.232 -2.132 1.133 1.4 -0.8 -0.7
H -0.623 4.194 -0.052 -0.2 0.1 -0.1
O -4.352 -1.875 -0.459 0.0 -0.1 0.0
H 0.468 -6.013 1.224 0.0 0.0 0.1
C 3.019 -5.320 1.058 -1.1 0.2 0.1
H -5.998 3.126 -0.659 -0.1 0.1 0.0
C 1.934 -4.434 1.154 0.9 0.2 -0.3
H 1.826 1.257 1.731 0.1 -0.1 0.1
C 4.304 -4.845 0.937 0.4 0.3 0.0
C 0.414 4.017 0.218 -0.1 -0.1 -0.1
C -4.063 2.818 -1.523 -0.1 0.0 -0.1
H 5.561 -3.091 0.800 0.1 0.0 0.0
C 0.609 1.529 -2.343 -0.1 0.0 0.2
H -1.128 3.408 2.324 -0.2 0.1 0.1
H 2.602 2.842 1.691 0.0 0.1 0.1
```
Forces are in eV/Å.

Calculated values
Gap between HOMO and LUMO (spin up / spin down) (eV): 6.80 / 4.66
Electronic energy (a.u.): -3152.14429
Expectation value of S²: 6.05
Spin multiplicity: 5

***

Look up the electronic energy of the third one. -3111.67489 a.u.